The following is a DFT calculation (ωB97M-V/def2-TZVPD) of CBr3FO as an isolated structure in a non-equilibrium geometry.

CARTESIAN COORDINATES (ANGSTROEM)
C -0.43 -0.16 -0.01
O 1.05 0.42 0.68
F 1.95 0.63 -0.34
Br -1.29 -0.42 1.66
Br -0.13 -1.73 -0.99
Br -1.15 1.27 -1.01

The value obtained for the molar mass is 286.72 g/mol. The LUMO energy is -0.3 eV.

The following is a DFT calculation (ωB97M-V/def2-TZVPD) of a 2-piece molecular cluster, C5H14N overall in a non-equilibrium geometry.

CARTESIAN COORDINATES (ANGSTROEM)
C -2.34 -1.37 -1.37
N -0.97 -0.77 -1.46
H -2.25 -2.37 -0.95
H -2.90 -0.73 -0.68
H -2.81 -1.38 -2.34
H -0.28 -1.36 -1.90
H -0.66 -0.59 -0.46
H -0.99 0.15 -1.86
C 2.43 1.63 0.84
C 1.17 1.00 0.25
C 0.70 -0.21 1.01
C -0.51 -0.34 1.59
H 3.30 0.99 0.77
H 2.62 2.54 0.28
H 2.26 1.90 1.88
H 1.34 0.70 -0.79
H 0.38 1.77 0.23
H 1.48 -0.92 1.25
H -0.80 -1.20 2.17
H -1.16 0.53 1.52

The value obtained for the molar mass is 88.17 g/mol. The LUMO energy is -3.4 eV. The net charge is +1.

The following is a DFT calculation (ωB97M-V/def2-TZVPD) of one molecule with the formula C5H8O in a non-equilibrium geometry.

CARTESIAN COORDINATES (ANGSTROEM)
C -2.68 0.44 0.01
C -1.48 -0.36 -0.27
C -0.33 -0.25 0.42
C 1.88 -0.27 -0.10
C 2.11 1.06 -0.10
H -3.56 0.05 0.44
H -2.59 1.42 0.54
H -2.91 0.95 -0.97
H -1.45 -1.02 -1.12
H -0.06 0.36 1.33
H 2.79 -0.94 -0.17
H 3.20 1.39 -0.08
H 1.31 1.77 -0.26
O 0.78 -0.97 0.07

The value obtained for the molar mass is 84.12 g/mol. The LUMO energy is 1.1 eV.

The following is a DFT calculation (ωB97M-V/def2-TZVPD) of one molecule with the formula C3H8N2O.

CARTESIAN COORDINATES (ANGSTROEM)
C 1.48 -1.23 -1.13
N 0.48 -0.64 -0.27
C -0.33 0.35 -0.76
O -0.46 0.57 -1.96
N -1.00 1.09 0.18
C -1.06 0.81 1.59
H 1.88 -2.13 -0.65
H 2.31 -0.54 -1.35
H 1.02 -1.51 -2.08
H 0.62 -0.71 0.72
H -1.70 1.69 -0.23
H -1.78 1.48 2.05
H -1.37 -0.22 1.80
H -0.09 1.00 2.08

The value obtained for the molar mass is 88.11 g/mol. The LUMO energy is 0.8 eV.

The following is a DFT calculation (ωB97M-V/def2-TZVPD) of C3H12InN6O3 as an isolated structure in a non-equilibrium geometry.

CARTESIAN COORDINATES (ANGSTROEM)
In -1.69 -1.49 -1.30
C 0.23 -1.46 0.74
O -0.65 -1.79 0.06
N 0.33 -0.48 1.51
N 1.38 -2.09 0.71
H 1.09 -0.45 2.18
H -0.54 -0.09 1.84
H 1.37 -2.96 0.19
H 2.17 -1.81 1.27
C -1.78 0.73 0.45
O -2.40 0.07 -0.41
N -1.68 0.36 1.76
N -1.03 1.72 0.09
H -2.30 -0.41 1.98
H -0.99 0.72 2.40
H -0.78 1.94 -0.86
H -0.29 1.97 0.73
C 0.62 0.31 -1.58
O -0.41 -0.33 -1.41
N 1.22 0.97 -0.64
N 1.00 0.67 -2.76
H 2.08 1.46 -0.85
H 0.92 0.85 0.31
H 0.67 0.07 -3.50
H 1.49 1.53 -2.91

The value obtained for the molar mass is 294.99 g/mol. The LUMO energy is -15.8 eV. The net charge is +3.

The following is a DFT calculation (ωB97M-V/def2-TZVPD) of one molecule with the formula C5H10O2.

CARTESIAN COORDINATES (ANGSTROEM)
C 2.60 0.03 0.07
O 1.52 -0.87 0.07
C 0.47 -0.50 0.91
C -1.01 0.00 -0.93
C -2.45 -0.12 -1.16
C -0.60 0.59 0.31
O -1.44 0.96 1.20
H 2.29 1.02 -0.30
H 3.36 -0.37 -0.59
H 3.01 0.15 1.08
H 0.81 0.01 1.82
H -0.09 -1.40 1.18
H -0.26 -0.37 -1.63
H -2.90 0.84 -0.87
H -2.75 -0.46 -2.15
H -2.83 -0.80 -0.37
H 0.16 1.35 -0.08

The value obtained for the molar mass is 102.13 g/mol. The LUMO energy (spin up / spin down) is -1.0 / -0.8 eV.

The records above give, respectively, total energy values of -7935.07569, -253.38255, -270.46774, -303.88084, -864.48962, -346.83940 Eh.
The records above give, respectively, relative energy (zero: lowest compared OMol25 entry of this formula, charge and spin) values of 17.5, 22.4, 56.6, 7.1, 210.8, 116.7 kcal/mol.